1.
C28H34F8N7O4RuS2Se | ωB97M-V/def2-TZVPD

As for the relative energy (zero: lowest compared OMol25 entry of this formula, charge and spin): 0.0 kJ/mol. The HOMO-LUMO gap (spin up / spin down) comes out at 5.9 / 7.3 eV. Its charge is -2. As for the spin multiplicity: 6. Its total energy is -5863.2498 Eh.

Each line ends with the Mulliken spin population.
Atoms and positions in Å:
Ru (0.629, 0.198, 0.450)  3.939
C (-2.782, -4.212, 2.813)  0.000
C (-2.448, -5.415, 1.938)  0.000
C (-3.327, -5.449, 0.691)  0.000
C (-0.961, -5.459, 1.577)  0.000
N (-0.521, -4.321, 0.791)  0.000
C (-0.057, -3.136, 1.184)  0.002
N (0.214, -2.428, 0.115)  0.048
N (-0.099, -3.206, -0.941)  0.009
N (-0.526, -4.348, -0.554)  0.004
H (-3.829, -4.243, 3.120)  0.000
H (-2.624, -3.272, 2.284)  0.000
H (-2.164, -4.182, 3.713)  0.000
H (-2.622, -6.333, 2.513)  0.000
H (-3.170, -4.558, 0.083)  0.000
H (-4.381, -5.473, 0.975)  0.000
H (-3.113, -6.324, 0.073)  0.000
H (-0.737, -6.344, 0.981)  0.000
H (-0.344, -5.481, 2.477)  0.000
H (0.041, -2.811, 2.203)  -0.008
C (0.287, 5.121, 2.630)  -0.003
C (-0.436, 4.327, 1.549)  0.019
N (0.249, 4.376, 0.266)  0.004
C (1.218, 3.502, -0.168)  0.003
S (1.809, 2.340, 1.032)  0.250
N (1.730, 3.519, -1.350)  0.029
C (1.231, 4.480, -2.311)  -0.002
C (1.891, 5.852, -2.159)  0.004
H (-0.264, 5.061, 3.572)  0.000
H (0.388, 6.173, 2.348)  -0.001
H (1.282, 4.704, 2.789)  0.001
H (-1.440, 4.726, 1.393)  0.000
H (-0.552, 3.293, 1.866)  -0.013
H (-0.165, 4.959, -0.439)  0.000
H (1.157, 1.118, -1.975)  -0.035
H (0.134, 4.588, -2.285)  0.001
H (1.456, 4.092, -3.309)  -0.001
H (1.693, 6.276, -1.173)  0.000
H (1.534, 6.553, -2.919)  -0.001
H (2.973, 5.749, -2.262)  0.000
Se (3.303, -3.020, 3.299)  0.034
C (2.455, -1.665, 2.492)  0.057
N (1.903, -0.806, 1.933)  0.026
C (3.810, 0.478, -1.225)  0.042
C (2.782, -0.327, -2.028)  -0.104
C (3.007, -1.810, -1.715)  0.018
C (1.349, 0.086, -1.669)  0.496
C (2.932, -0.045, -3.525)  -0.013
C (2.613, -1.009, -4.484)  0.027
C (2.686, -0.735, -5.842)  -0.011
C (3.079, 0.521, -6.285)  0.017
C (3.388, 1.495, -5.346)  -0.014
C (3.315, 1.216, -3.988)  0.019
H (3.770, 0.174, -0.178)  -0.010
H (3.599, 1.546, -1.249)  -0.004
H (4.822, 0.291, -1.600)  0.002
H (2.981, -1.955, -0.633)  0.001
H (3.981, -2.145, -2.084)  0.002
H (2.229, -2.449, -2.134)  0.001
H (0.612, -0.582, -2.125)  0.015
H (2.290, -1.991, -4.164)  0.002
H (2.429, -1.507, -6.558)  -0.001
H (3.135, 0.739, -7.345)  0.002
H (3.683, 2.487, -5.670)  -0.001
H (3.529, 2.000, -3.274)  0.003
F (-6.438, 0.247, 1.679)  0.001
C (-5.186, 0.256, 1.178)  0.014
C (-4.527, 1.450, 0.953)  -0.005
F (-5.150, 2.610, 1.235)  0.000
C (-3.245, 1.460, 0.446)  0.011
F (-2.649, 2.645, 0.247)  0.000
C (-2.538, 0.284, 0.147)  -0.012
O (-1.327, 0.293, -0.331)  0.131
C (-3.254, -0.905, 0.368)  0.002
F (-2.680, -2.085, 0.073)  -0.002
C (-4.537, -0.924, 0.877)  -0.007
F (-5.162, -2.097, 1.081)  0.000
F (-1.072, 1.460, 5.576)  0.000
C (-0.876, 0.269, 4.982)  -0.003
F (-1.311, -0.676, 5.837)  0.000
F (0.439, 0.102, 4.831)  0.000
S (-1.771, 0.172, 3.375)  0.008
O (-3.147, 0.388, 3.752)  -0.001
O (-1.453, -1.167, 2.913)  0.002
O (-1.150, 1.226, 2.597)  0.008


2.
C6H11N | ωB97M-V/def2-TZVPD

As for the relative energy (zero: lowest compared OMol25 entry of this formula, charge and spin): 190.2 kJ/mol. The HOMO-LUMO gap comes out at 9.1 eV. Its total energy is -289.8992 Eh. Its SMILES is C=CNC/C=C/C.

Each line ends with the natural charge from an NBO analysis.
Atoms and positions in Å:
C (-2.893, -0.648, 2.126)  -0.518
C (-2.062, -0.455, 1.104)  0.020
N (-1.321, 0.682, 0.840)  -0.632
C (-0.625, 0.828, -0.395)  -0.247
C (0.736, 0.122, -0.447)  -0.216
C (1.641, 0.289, -1.397)  -0.172
C (2.992, -0.376, -1.378)  -0.635
H (-3.300, 0.199, 2.660)  0.190
H (-3.097, -1.640, 2.487)  0.207
H (-1.753, -1.331, 0.538)  0.173
H (-1.124, 1.176, 1.692)  0.393
H (-1.277, 0.385, -1.152)  0.206
H (-0.388, 1.845, -0.712)  0.214
H (1.090, -0.234, 0.516)  0.193
H (1.431, 0.806, -2.334)  0.186
H (3.801, 0.344, -1.269)  0.213
H (2.961, -1.093, -0.567)  0.211
H (3.187, -0.899, -2.313)  0.214


3.
C42H28F3N10ORhS2Sb | ωB97M-V/def2-TZVPD

As for the relative energy (zero: lowest compared OMol25 entry of this formula, charge and spin): 0.0 kJ/mol. The HOMO-LUMO gap comes out at 6.3 eV. Its charge is +1. Its total energy is -3686.6590 Eh.

Each line ends with the Löwdin charge.
Atoms and positions in Å:
Rh (-0.180, -0.616, 0.316)  0.294
S (-0.572, 1.122, -1.137)  0.664
C (-1.095, 2.143, 0.151)  -1.046
S (-0.929, 1.170, 1.569)  0.687
C (-1.546, 3.416, 0.078)  -0.341
C (-1.634, 4.065, -1.192)  -0.214
N (-1.726, 4.564, -2.223)  0.183
C (-1.946, 4.091, 1.273)  -0.215
N (-2.244, 4.632, 2.243)  0.184
C (5.163, 0.980, -0.195)  -0.063
N (3.845, 0.685, 0.346)  -0.121
C (2.821, 0.076, -0.234)  -0.112
N (1.831, -0.039, 0.643)  -0.069
C (2.324, 0.556, 1.767)  -0.200
N (3.548, 0.989, 1.627)  0.155
C (6.200, -0.073, 0.120)  -0.191
C (7.501, 0.158, -0.317)  -0.030
C (8.505, -0.755, -0.044)  -0.045
C (8.219, -1.915, 0.659)  -0.005
C (6.920, -2.153, 1.088)  -0.130
C (5.910, -1.229, 0.825)  0.030
C (6.643, -3.387, 1.825)  -0.291
N (7.477, -4.130, 2.456)  0.135
N (6.744, -5.199, 2.967)  0.135
C (5.529, -5.008, 2.608)  -0.291
O (5.373, -3.871, 1.876)  0.127
C (4.362, -5.850, 2.874)  -0.127
C (4.455, -6.885, 3.804)  -0.001
C (3.347, -7.671, 4.062)  -0.043
C (2.144, -7.431, 3.407)  -0.020
C (2.057, -6.413, 2.471)  -0.203
C (0.768, -6.151, 1.731)  -0.059
N (0.515, -4.716, 1.645)  -0.110
C (0.465, -3.945, 0.568)  -0.132
N (0.341, -2.678, 0.936)  -0.035
C (0.292, -2.757, 2.303)  -0.201
N (0.401, -3.974, 2.762)  0.166
C (3.169, -5.627, 2.204)  0.024
H (5.455, 1.942, 0.225)  0.143
H (5.056, 1.103, -1.273)  0.140
H (2.815, -0.259, -1.258)  0.150
H (1.771, 0.662, 2.684)  0.102
H (7.732, 1.061, -0.870)  0.123
H (9.515, -0.562, -0.380)  0.115
H (8.989, -2.642, 0.877)  0.122
H (4.910, -1.422, 1.193)  0.116
H (5.394, -7.054, 4.313)  0.123
H (3.412, -8.469, 4.789)  0.115
H (1.276, -8.038, 3.632)  0.119
H (-0.084, -6.622, 2.220)  0.129
H (0.822, -6.519, 0.704)  0.140
H (0.551, -4.315, -0.441)  0.150
H (0.191, -1.904, 2.955)  0.113
H (3.117, -4.827, 1.474)  0.121
F (-7.455, 1.666, 2.292)  0.093
C (-6.408, 1.014, 1.780)  -0.267
C (-5.286, 0.838, 2.569)  0.016
C (-4.203, 0.164, 2.030)  -0.154
C (-4.257, -0.329, 0.726)  -0.368
C (-5.396, -0.124, -0.048)  -0.097
C (-6.485, 0.551, 0.481)  0.015
Sb (-2.647, -1.443, -0.024)  1.547
C (-2.975, -3.350, 0.828)  -0.374
C (-2.749, -4.495, 0.066)  -0.135
C (-2.918, -5.756, 0.620)  -0.004
C (-3.300, -5.845, 1.946)  -0.281
F (-3.445, -7.061, 2.491)  0.081
C (-3.535, -4.731, 2.729)  0.012
C (-3.368, -3.477, 2.158)  -0.102
C (-3.141, -1.854, -2.024)  -0.384
C (-4.309, -2.559, -2.317)  -0.128
C (-4.643, -2.846, -3.630)  0.015
C (-3.789, -2.426, -4.635)  -0.269
F (-4.108, -2.702, -5.902)  0.092
C (-2.618, -1.740, -4.378)  0.012
C (-2.299, -1.454, -3.059)  -0.126
H (-5.270, 1.232, 3.576)  0.130
H (-3.312, 0.045, 2.633)  0.066
H (-5.441, -0.471, -1.073)  0.094
H (-7.381, 0.724, -0.098)  0.129
H (-2.462, -4.413, -0.977)  0.102
H (-2.770, -6.659, 0.042)  0.127
H (-3.842, -4.852, 3.758)  0.129
H (-3.563, -2.600, 2.763)  0.100
H (-4.962, -2.902, -1.522)  0.113
H (-5.544, -3.387, -3.884)  0.130
H (-1.983, -1.437, -5.198)  0.128
H (-1.392, -0.902, -2.848)  0.048


4.
C4H10N3 | ωB97M-V/def2-TZVPD

As for the relative energy (zero: lowest compared OMol25 entry of this formula, charge and spin): 465.4 kJ/mol. The HOMO-LUMO gap comes out at 8.6 eV. Its charge is +1. Its total energy is -322.2833 Eh. Its SMILES is CC=[N+]=NCNC.

Each line ends with the natural charge from an NBO analysis.
Atoms and positions in Å:
C (1.929, 1.599, -1.889)  -0.679
C (1.361, 1.543, -0.458)  0.062
N (0.174, 1.240, -0.184)  0.084
N (-0.914, 0.938, 0.110)  0.053
C (-1.707, -0.213, 0.240)  -0.118
N (-1.140, -1.476, 0.308)  -0.613
C (-0.801, -1.920, 1.718)  -0.437
H (2.147, 0.515, -2.076)  0.259
H (2.943, 2.157, -2.013)  0.289
H (1.187, 1.772, -2.710)  0.270
H (1.948, 1.691, 0.510)  0.280
H (-2.160, -0.042, 1.297)  0.261
H (-2.465, -0.053, -0.493)  0.263
H (-0.391, -1.513, -0.460)  0.372
H (-0.138, -1.196, 2.294)  0.186
H (-1.753, -2.167, 2.257)  0.232
H (-0.219, -2.875, 1.547)  0.238


5.
C61H52Cl2F10 | ωB97M-V/def2-TZVPD

The HOMO-LUMO gap comes out at 9.8 eV. Its total energy is -4274.6672 Eh. Its SMILES is Fc1ccccc1.Fc1ccccc1.Fc1ccccc1.Fc1ccccc1.Fc1ccccc1.Fc1ccccc1.Fc1ccccc1.Fc1ccccc1.Fc1ccccc1.Fc1ccccc1.ClCCl.

Each line ends with the Löwdin charge.
Atoms and positions in Å:
F (-5.213, 1.230, -4.285)  0.062
C (-4.164, 1.459, -3.483)  -0.316
C (-3.843, 2.768, -3.190)  0.000
C (-2.790, 2.988, -2.294)  -0.083
C (-2.071, 1.922, -1.785)  -0.087
C (-2.337, 0.626, -2.189)  -0.059
C (-3.466, 0.401, -2.973)  -0.020
H (-4.411, 3.598, -3.588)  0.117
H (-2.471, 4.010, -2.132)  0.090
H (-1.165, 2.171, -1.238)  0.093
H (-1.748, -0.215, -1.852)  0.089
H (-3.756, -0.601, -3.269)  0.123
F (2.085, 0.364, -0.390)  0.055
C (0.882, -0.115, -0.006)  -0.288
C (0.138, 0.622, 0.884)  -0.018
C (-0.969, 0.044, 1.491)  -0.061
C (-1.408, -1.210, 1.094)  -0.094
C (-0.716, -1.886, 0.101)  -0.108
C (0.464, -1.360, -0.412)  -0.033
H (0.445, 1.610, 1.203)  0.105
H (-1.522, 0.604, 2.233)  0.098
H (-2.240, -1.707, 1.579)  0.104
H (-1.031, -2.829, -0.329)  0.098
H (1.022, -1.912, -1.162)  0.108
F (0.892, 1.644, 5.159)  0.021
C (1.639, 2.722, 5.441)  -0.305
C (1.935, 3.596, 4.424)  -0.021
C (2.733, 4.697, 4.691)  -0.079
C (3.137, 4.941, 5.999)  -0.098
C (2.866, 4.019, 6.996)  -0.086
C (2.106, 2.899, 6.722)  -0.016
H (1.543, 3.385, 3.436)  0.110
H (2.991, 5.384, 3.895)  0.105
H (3.733, 5.821, 6.214)  0.101
H (3.268, 4.185, 7.986)  0.106
H (1.981, 2.152, 7.494)  0.120
F (8.957, -3.100, 0.564)  0.055
C (7.610, -3.181, 0.466)  -0.288
C (7.011, -4.415, 0.359)  -0.008
C (5.634, -4.459, 0.132)  -0.080
C (4.867, -3.309, 0.116)  -0.104
C (5.494, -2.099, 0.328)  -0.118
C (6.876, -2.022, 0.478)  -0.029
H (7.643, -5.286, 0.242)  0.119
H (5.183, -5.441, 0.006)  0.100
H (3.786, -3.352, 0.053)  0.087
H (4.910, -1.199, 0.405)  0.093
H (7.396, -1.075, 0.548)  0.122
F (3.402, -4.408, 3.021)  0.067
C (2.351, -4.858, 2.352)  -0.319
C (1.183, -4.108, 2.406)  0.000
C (-0.004, -4.694, 1.938)  -0.082
C (0.045, -5.958, 1.367)  -0.113
C (1.229, -6.664, 1.348)  -0.087
C (2.427, -6.103, 1.771)  -0.017
H (1.338, -3.162, 2.919)  0.088
H (-0.930, -4.160, 2.118)  0.100
H (-0.847, -6.379, 0.924)  0.106
H (1.297, -7.677, 0.963)  0.111
H (3.349, -6.665, 1.800)  0.118
F (1.610, 3.393, 0.097)  0.035
C (0.893, 4.292, -0.629)  -0.278
C (-0.044, 5.066, 0.015)  -0.018
C (-0.779, 5.949, -0.736)  -0.090
C (-0.571, 6.046, -2.098)  -0.099
C (0.295, 5.164, -2.752)  -0.076
C (1.075, 4.307, -2.001)  -0.016
H (-0.181, 4.927, 1.079)  0.113
H (-1.456, 6.624, -0.227)  0.108
H (-1.125, 6.785, -2.665)  0.105
H (0.384, 5.198, -3.831)  0.108
H (1.826, 3.632, -2.397)  0.123
F (-0.642, -7.101, -4.527)  0.060
C (0.258, -6.455, -3.755)  -0.289
C (1.595, -6.616, -3.996)  -0.017
C (2.504, -6.030, -3.135)  -0.081
C (2.099, -5.232, -2.093)  -0.087
C (0.738, -5.068, -1.906)  -0.099
C (-0.192, -5.641, -2.750)  -0.011
H (1.970, -7.176, -4.841)  0.121
H (3.551, -6.262, -3.296)  0.111
H (2.798, -4.814, -1.384)  0.082
H (0.394, -4.476, -1.063)  0.081
H (-1.253, -5.496, -2.594)  0.123
F (-2.199, 2.948, 2.289)  0.036
C (-2.896, 4.075, 1.962)  -0.278
C (-2.780, 5.195, 2.765)  -0.017
C (-3.451, 6.353, 2.392)  -0.092
C (-4.302, 6.349, 1.315)  -0.100
C (-4.356, 5.222, 0.506)  -0.078
C (-3.701, 4.057, 0.853)  -0.021
H (-2.127, 5.211, 3.628)  0.119
H (-3.365, 7.231, 3.020)  0.108
H (-4.739, 7.272, 0.958)  0.104
H (-4.928, 5.238, -0.415)  0.109
H (-3.791, 3.143, 0.279)  0.104
F (-7.195, 1.120, 3.761)  0.068
C (-6.841, 1.102, 2.472)  -0.299
C (-7.710, 1.591, 1.533)  -0.021
C (-7.365, 1.516, 0.196)  -0.077
C (-6.195, 0.879, -0.177)  -0.097
C (-5.343, 0.352, 0.770)  -0.083
C (-5.606, 0.588, 2.113)  -0.013
H (-8.677, 1.987, 1.821)  0.120
H (-8.034, 1.939, -0.540)  0.106
H (-5.933, 0.701, -1.215)  0.094
H (-4.410, -0.141, 0.526)  0.095
H (-4.971, 0.203, 2.906)  0.118
F (0.439, -2.076, -8.195)  0.067
C (0.564, -1.684, -6.921)  -0.293
C (0.401, -0.347, -6.610)  -0.017
C (0.509, 0.062, -5.284)  -0.082
C (0.726, -0.854, -4.268)  -0.095
C (0.943, -2.189, -4.590)  -0.069
C (0.808, -2.614, -5.917)  -0.008
H (0.217, 0.383, -7.388)  0.116
H (0.388, 1.113, -5.053)  0.103
H (0.926, -0.559, -3.245)  0.085
H (1.210, -2.950, -3.864)  0.086
H (1.027, -3.637, -6.220)  0.116
Cl (5.202, -1.424, 3.546)  0.567
C (3.628, -0.752, 3.130)  -1.027
Cl (2.449, -0.907, 4.437)  0.558
H (3.746, 0.295, 2.871)  0.030
H (3.243, -1.251, 2.252)  0.001